{
  "formula": "C4H7Cl",
  "method": "ωB97M-V/def2-TZVPD",
  "species": ["C", "C", "C", "C", "H", "H", "H", "H", "H", "H", "H", "Cl"],
  "coordinates": [[1.8333, 0.0906, 0.2469], [0.3383, -0.4202, 0.3089], [-0.7916, 0.4365, -0.0954], [-1.7222, -0.0800, -0.9095], [1.5260, 1.2065, 0.5350], [2.3003, -0.0570, -0.7480], [2.6584, -0.2816, 1.2551], [0.2173, -1.4710, -0.1501], [-0.1143, -0.2945, 1.3368], [-1.2119, 1.4253, 0.4095], [-1.7109, -1.2343, -1.1785], [-3.3227, 0.6795, -1.0107]],
  "mol_weight_g_mol": 90.553,
  "e_tot_ha": -616.68457,
  "max_force_ev_per_a": 4.5,
  "relative_energy_kj_mol": 244.1,
  "lumo_energy_ev": 0.973,
  "homo_lumo_gap_ev": 10.1
}

{
  "formula": "C4H7Cl",
  "method": "ωB97M-V/def2-TZVPD",
  "species": ["C", "C", "Cl", "C", "C", "H", "H", "H", "H", "H", "H", "H"],
  "coordinates": [[-1.3370, 1.3811, -0.2458], [-0.8638, 0.2106, 0.1101], [-2.0272, -1.1466, 0.0606], [0.5900, -0.0314, 0.5155], [1.1967, -1.0378, -0.3797], [-0.6884, 2.2164, 0.1187], [-2.4087, 1.4230, -0.5507], [1.0256, 1.0343, 0.4647], [0.6877, -0.4077, 1.5856], [0.6856, -1.9573, -0.0090], [0.8985, -0.6095, -1.3614], [2.2411, -1.0749, -0.3086]],
  "mol_weight_g_mol": 90.553,
  "e_tot_ha": -616.75326,
  "max_force_ev_per_a": 3.3,
  "relative_energy_kj_mol": 63.7,
  "lumo_energy_ev": 0.957,
  "homo_lumo_gap_ev": 10.6,
  "smiles": "C=C(Cl)CC"
}

{
  "formula": "C4H7Cl2F2N4O2",
  "method": "ωB97M-V/def2-TZVPD",
  "species": ["N", "C", "N", "F", "N", "C", "O", "N", "C", "O", "F", "H", "H", "H", "H", "H", "C", "Cl", "Cl", "H", "H"],
  "coordinates": [[1.7482, -0.7017, -0.3036], [1.8072, 0.5706, -0.5527], [2.8969, 1.1117, -1.2500], [4.0210, 0.3530, -0.9395], [0.9078, 1.4936, -0.1482], [-0.5116, 1.5210, -0.5413], [-0.9481, 2.5554, -0.9039], [-1.2620, 0.3348, -0.4062], [-1.5439, -0.2525, -1.6638], [-2.3285, 0.1207, -2.4435], [-0.7705, -1.3260, -1.8597], [2.4140, -1.3292, -0.7292], [1.0635, -1.1240, 0.3049], [2.7629, 1.0118, -2.2581], [1.2678, 2.4147, -0.3937], [-0.7782, -0.3087, 0.2213], [-2.2530, -1.1739, 2.7906], [-0.5156, -1.1203, 2.3384], [-2.7945, -2.8169, 3.0448], [-2.3598, -0.6084, 3.7070], [-2.8234, -0.7256, 1.9862]],
  "mol_weight_g_mol": 252.028,
  "e_tot_ha": -1645.92598,
  "total_charge": 1,
  "max_force_ev_per_a": 1.7,
  "lumo_energy_ev": -5.071,
  "homo_lumo_gap_ev": 9.3
}

{
  "formula": "C4H7Cl2NOSi",
  "method": "ωB97M-V/def2-TZVPD",
  "species": ["C", "C", "C", "C", "N", "O", "Si", "Cl", "Cl", "H", "H", "H", "H", "H", "H", "H"],
  "coordinates": [[-2.1998, 0.4140, 1.1359], [-0.9711, 0.4082, 1.7264], [0.2540, 0.6618, 0.9760], [1.7216, -0.8087, -1.3932], [0.3507, 1.2731, -0.1348], [1.4340, 0.1268, 1.4090], [2.4913, -0.0081, 0.1358], [3.8447, -1.2135, 1.0056], [3.4796, 1.7042, -0.2949], [-3.0733, 0.3525, 1.8494], [-2.1987, 0.6053, 0.0738], [-0.8305, 0.1278, 2.7448], [2.3995, -0.8657, -2.1349], [1.1297, -1.7767, -1.1885], [0.8052, -0.2600, -1.6565], [-0.4149, 1.8593, -0.6846]],
  "mol_weight_g_mol": 184.098,
  "e_tot_ha": -1496.59185,
  "max_force_ev_per_a": 5.3,
  "relative_energy_kj_mol": 0.0,
  "lumo_energy_ev": 0.065,
  "homo_lumo_gap_ev": 10.2
}

{
  "formula": "C4H7Cl3O2Si",
  "method": "ωB97M-V/def2-TZVPD",
  "species": ["C", "C", "O", "O", "C", "C", "Si", "Cl", "Cl", "Cl", "H", "H", "H", "H", "H", "H", "H"],
  "coordinates": [[3.0377, -1.1709, -0.1495], [1.5866, -0.7885, -0.2007], [0.7462, -1.6336, -0.3894], [1.2962, 0.5387, -0.0409], [-0.1146, 0.7941, -0.2665], [-1.0920, 0.2289, 0.6880], [-2.7647, 0.8483, 0.1645], [-3.5758, -0.4798, -1.3046], [-4.0499, 0.8780, 1.7907], [-2.8665, 2.7336, -0.7179], [3.7698, -0.4400, 0.0599], [3.3119, -1.6543, -1.1342], [3.2250, -2.0561, 0.5634], [-0.2683, 1.8775, -0.1707], [-0.3304, 0.6359, -1.3270], [-1.0563, -0.9171, 0.7415], [-0.8549, 0.6053, 1.6934]],
  "mol_weight_g_mol": 221.543,
  "e_tot_ha": -1977.33372,
  "max_force_ev_per_a": 2.8,
  "lumo_energy_ev": 0.474,
  "homo_lumo_gap_ev": 11.2,
  "smiles": "CC(=O)OCC[Si](Cl)(Cl)Cl"
}

{
  "formula": "C4H7ClF2",
  "method": "ωB97M-V/def2-TZVPD",
  "species": ["C", "C", "C", "Cl", "C", "F", "F", "H", "H", "H", "H", "H", "H", "H"],
  "coordinates": [[0.6372, -0.8008, -1.0655], [0.3762, 0.2842, 0.0326], [0.1982, -0.4868, 1.3414], [1.5601, 1.6144, 0.0377], [-1.0237, 0.9624, -0.2666], [-1.3639, 1.8396, 0.7264], [-0.9385, 1.5915, -1.3994], [1.4256, -0.4869, -1.7839], [-0.3415, -0.9233, -1.5348], [0.9578, -1.7318, -0.6645], [-0.8192, -0.8639, 1.2263], [0.7805, -1.4625, 1.3295], [0.3990, 0.1997, 2.2374], [-1.8480, 0.2640, -0.2164]],
  "mol_weight_g_mol": 128.549,
  "e_tot_ha": -816.51970,
  "max_force_ev_per_a": 2.8,
  "relative_energy_kj_mol": 10.2,
  "lumo_energy_ev": 0.811,
  "homo_lumo_gap_ev": 11.7,
  "smiles": "CC(C)(Cl)C(F)F"
}

{
  "formula": "C4H7ClF2",
  "method": "ωB97M-V/def2-TZVPD",
  "species": ["C", "C", "C", "Cl", "H", "H", "H", "H", "H", "F", "C", "F", "H", "H"],
  "coordinates": [[-0.8243, -0.1103, -1.7349], [0.3515, 0.5087, -1.5813], [0.6602, 1.4873, -0.4604], [1.7777, 0.1824, -2.5089], [-1.7400, 0.0726, -1.1788], [-1.1813, -0.5904, -2.6798], [0.4644, 2.5643, -0.8316], [1.8106, 1.4221, -0.2945], [0.1045, 1.3343, 0.4648], [1.0092, -1.2530, 1.8363], [-0.2160, -1.4131, 2.2539], [-1.1049, -0.6958, 1.3916], [-0.6099, -2.4376, 2.1204], [-0.5018, -1.0716, 3.2033]],
  "mol_weight_g_mol": 128.549,
  "e_tot_ha": -816.47457,
  "max_force_ev_per_a": 4.5,
  "relative_energy_kj_mol": 128.6,
  "lumo_energy_ev": 0.949,
  "homo_lumo_gap_ev": 10.2,
  "smiles": "C=C(C)Cl.FCF"
}

{
  "formula": "C4H7ClN2",
  "method": "ωB97M-V/def2-TZVPD",
  "species": ["C", "C", "C", "C", "N", "N", "Cl", "H", "H", "H", "H", "H", "H", "H"],
  "coordinates": [[-0.6196, -0.0937, 0.9446], [-1.2170, -0.1250, -0.4461], [0.9153, -0.4831, 0.6719], [-0.0497, -0.3174, -1.3272], [1.0271, -0.8108, -0.5448], [0.8709, -1.4875, -1.6002], [1.5295, 2.5760, 0.3688], [-0.7941, 0.7590, 1.4855], [-0.9963, -0.8305, 1.5703], [-1.8707, -0.9566, -0.3013], [-1.8046, 0.7406, -0.7710], [1.3505, 1.2883, 0.4903], [1.6213, -0.7910, 1.4610], [0.0374, 0.5317, -2.0018]],
  "mol_weight_g_mol": 118.567,
  "e_tot_ha": -726.12059,
  "max_force_ev_per_a": 4.0,
  "relative_energy_kj_mol": 577.5,
  "lumo_energy_ev": [0.325, 0.326],
  "homo_lumo_gap_ev": [9.0, 9.0]
}

{
  "formula": "C4H7ClN2",
  "method": "ωB97M-V/def2-TZVPD",
  "species": ["C", "C", "C", "N", "Cl", "C", "N", "H", "H", "H", "H", "H", "H", "H"],
  "coordinates": [[0.7418, -1.3938, 0.0093], [-0.6125, -0.7287, -0.0838], [-0.3479, 0.7416, 0.1656], [0.3938, 1.3744, -0.9673], [-2.1026, 1.6516, 0.1326], [0.1003, 0.9968, 1.4908], [0.5707, 1.1984, 2.5041], [1.4998, -0.7767, -0.4373], [0.6891, -2.3770, -0.5151], [0.8383, -1.7052, 1.0760], [-1.0637, -0.8668, -1.0653], [-1.2121, -1.1290, 0.6679], [0.5395, 0.7510, -1.7064], [-0.0345, 2.2635, -1.2712]],
  "mol_weight_g_mol": 118.567,
  "e_tot_ha": -726.28373,
  "max_force_ev_per_a": 4.4,
  "relative_energy_kj_mol": 149.2,
  "lumo_energy_ev": 0.249,
  "homo_lumo_gap_ev": 10.6,
  "smiles": "CC[C@@](N)(Cl)C#N"
}

{
  "formula": "C4H7ClN2O",
  "method": "ωB97M-V/def2-TZVPD",
  "species": ["H", "N", "C", "N", "O", "C", "C", "C", "Cl", "H", "H", "H", "H", "H", "H"],
  "coordinates": [[-1.8770, -0.6794, -1.7283], [-1.8813, -0.9679, -0.7336], [-0.6821, -0.8132, -0.1988], [-0.4025, -1.1526, 1.1003], [-1.3611, -1.8442, 1.7622], [0.5392, -0.1483, -0.9165], [0.5092, -0.2414, -2.2648], [1.5345, 0.6357, -0.0890], [0.8007, 2.1674, 0.5346], [0.5027, -1.5118, 1.3028], [-2.1128, -1.9327, 1.1313], [-0.1924, -0.8951, -2.7784], [1.3198, 0.1743, -2.8599], [2.3637, 0.9506, -0.7657], [1.8540, 0.0500, 0.7602]],
  "mol_weight_g_mol": 134.566,
  "e_tot_ha": -801.47070,
  "max_force_ev_per_a": 2.7,
  "relative_energy_kj_mol": 242.2,
  "lumo_energy_ev": 0.415,
  "homo_lumo_gap_ev": 9.4,
  "smiles": "[H]/N=C(/NO)C(=C)CCl"
}

{
  "formula": "C4H7ClN2O",
  "method": "ωB97M-V/def2-TZVPD",
  "species": ["H", "N", "C", "N", "O", "C", "C", "C", "Cl", "H", "H", "H", "H", "H", "H"],
  "coordinates": [[1.3230, 0.9716, -1.7248], [1.6466, 0.1724, -1.1427], [0.7628, -0.1267, -0.3348], [0.9754, -1.3077, 0.4404], [2.2014, -1.8226, 0.0630], [-0.5583, 0.5267, 0.0291], [-0.6248, 1.8420, -0.0419], [-1.6962, -0.3184, 0.5177], [-2.2462, -1.5221, -0.6762], [1.0000, -1.1311, 1.4326], [2.4458, -1.4063, -0.7126], [0.3011, 2.3927, -0.2188], [-1.5197, 2.3368, 0.2022], [-2.5516, 0.2795, 0.8042], [-1.4594, -0.8869, 1.3625]],
  "mol_weight_g_mol": 134.566,
  "e_tot_ha": -801.46746,
  "max_force_ev_per_a": 4.9,
  "relative_energy_kj_mol": 250.7,
  "lumo_energy_ev": 0.498,
  "homo_lumo_gap_ev": 9.6,
  "smiles": "[H]/N=C(/NO)C(=C)CCl"
}

{
  "formula": "C4H7ClN3",
  "method": "ωB97M-V/def2-TZVPD",
  "species": ["C", "C", "C", "C", "N", "N", "N", "Cl", "H", "H", "H", "H", "H", "H", "H"],
  "coordinates": [[-1.2559, -1.5353, -0.3887], [0.2620, -1.8386, -0.2366], [-1.7742, -0.4014, -0.0884], [0.8599, 0.1225, 0.9942], [1.1615, -1.1952, 0.3548], [0.0505, 1.0468, 0.4772], [0.6323, 1.8606, -0.5324], [-3.0978, 0.4698, -0.0300], [-1.8446, -2.4654, -0.5839], [0.4532, -2.7854, -0.7031], [0.4701, -0.1508, 2.0067], [1.8809, 0.4887, 1.0263], [1.6246, 1.6218, -0.7146], [0.5084, 2.9062, -0.2239], [0.0691, 1.8557, -1.3577]],
  "mol_weight_g_mol": 132.574,
  "e_tot_ha": -780.60401,
  "total_charge": 1,
  "max_force_ev_per_a": 5.3,
  "relative_energy_kj_mol": 535.9,
  "lumo_energy_ev": [-5.440, -5.437],
  "homo_lumo_gap_ev": [7.7, 7.7]
}

Which formula does entry 9 have? C4H7ClN2